Run a
# C3H9N2O

A gas-phase ion, C3H9N2O (charge -1) (ωB97M-V/def2-TZVPD, OMol25).

The molar mass is 89.12 g/mol. Its LUMO energy is 0.15935 Ha. The gap between HOMO and LUMO is 6.811 eV. Its total charge is -1. Its HOMO energy is -2.475 eV.

Geometry (Å):
N (-1.56702, -1.68709, 0.64780)
C (-0.17863, -1.39933, 0.00140)
C (-0.27423, -0.04147, -0.76571)
N (-0.20497, 1.06522, 0.16543)
C (1.26612, 1.64383, 0.06432)
O (1.85698, 1.59943, -1.11158)
H (-1.52709, -2.32503, 1.42426)
H (-1.75762, -0.96108, 1.29020)
H (0.57923, -1.36267, 0.80157)
H (0.06446, -2.15034, -0.79731)
H (0.63059, 0.04895, -1.34872)
H (-1.25795, -0.12900, -1.26380)
H (-0.73903, 1.84895, -0.36204)
H (1.98305, 1.20651, 0.76081)
H (1.12611, 2.64311, 0.49338)

=====

Run b
# C3H9N2O

2 unconnected molecules or ions with the total composition C3H9N2O (ωB97M-V/def2-TZVPD, OMol25).

The molar mass is 89.12 g/mol. Its LUMO energy is 0.15698 Ha. The gap between HOMO and LUMO is 6.601 eV. Its total charge is -1. Its HOMO energy is -2.329 eV.

Geometry (Å):
C (-0.02914, 0.54591, 1.88392)
C (1.65504, -0.07925, -2.33609)
C (-1.33553, 0.13250, 1.23638)
N (0.59410, -0.76948, -2.44838)
N (-1.17163, -0.16425, -0.20770)
O (-0.54259, -1.48040, -0.31584)
H (0.33616, 1.58110, 1.85990)
H (0.09886, 0.25669, 2.86934)
H (0.60327, 0.07388, 1.16509)
H (2.06366, 0.54720, -3.18062)
H (0.06227, -1.15986, -1.49638)
H (2.12979, 0.21478, -1.30850)
H (-1.73032, -0.81630, 1.65881)
H (-2.21470, 0.67435, 1.39239)
H (-0.51925, 0.44312, -0.77231)

=====

Run c
# C3H9N2O

2 unconnected molecules or ions with the total composition C3H9N2O (ωB97M-V/def2-TZVPD, OMol25).

The molar mass is 89.12 g/mol. Its LUMO energy is 0.16567 Ha. The gap between HOMO and LUMO is 7.645 eV. Its total charge is -1. Its HOMO energy is -3.137 eV.

Geometry (Å):
C (0.31344, 2.35086, 0.97988)
C (-0.30442, 1.39797, 1.69580)
N (-1.31778, 0.58873, 1.24655)
H (-0.00206, 2.57528, -0.03232)
H (1.16567, 2.86293, 1.39929)
H (0.06859, 1.22444, 2.70762)
H (-1.03090, -0.15003, 0.35544)
H (-1.72778, 0.07641, 2.01411)
N (0.62452, -2.09607, -2.21998)
C (0.54547, -1.22776, -1.02222)
O (-0.73300, -0.97450, -0.63872)
H (0.11241, -1.63042, -2.95765)
H (0.09570, -2.93070, -2.00263)
H (1.11488, -1.77146, -0.23772)
H (1.07526, -0.29566, -1.28746)

=====

Relative energies, in eV, with the most stable structure set to zero: run a 0.932; run b 2.946; run c 0.000.